Formula: C18H34Br2KO10S2Zn
Source: the OMol25 dataset
Level of theory: ωB97M-V with the def2-TZVPD basis set

charge: +1
relative energy (zero: lowest compared OMol25 entry of this formula, charge and spin): 0.000 eV

Element x y z (Å)
Zn: -24.382 -2.277 -17.841
K: -25.796 1.045 -18.992
C: -25.851 -3.267 -21.319
C: -26.132 -2.054 -20.477
O: -25.216 -1.767 -19.455
H: -26.599 -3.421 -22.093
H: -25.795 -4.122 -20.644
H: -24.872 -3.279 -21.812
H: -27.101 -2.290 -19.988
H: -26.439 -1.139 -21.009
C: -24.246 -5.464 -18.935
C: -23.046 -4.596 -18.613
O: -23.191 -3.612 -17.614
H: -25.200 -4.935 -18.820
H: -24.275 -6.354 -18.310
H: -24.204 -5.794 -19.976
H: -22.543 -4.118 -19.460
H: -22.248 -5.299 -18.332
Br: -28.344 -6.345 -15.543
C: -28.837 -4.707 -16.406
C: -28.065 -4.431 -17.681
Br: -28.636 -5.632 -19.095
H: -28.667 -3.865 -15.733
H: -29.904 -4.715 -16.615
H: -26.997 -4.576 -17.523
H: -28.229 -3.406 -18.012
O: -22.043 -7.147 -22.043
S: -22.589 -7.244 -23.350
O: -21.788 -7.395 -24.506
O: -23.612 -8.484 -23.342
C: -23.703 -9.276 -22.147
C: -24.599 -10.455 -22.511
C: -23.817 -5.991 -23.627
H: -24.188 -8.686 -21.366
H: -22.755 -9.628 -21.743
H: -24.643 -11.208 -21.730
H: -24.245 -10.919 -23.430
H: -25.560 -9.988 -22.732
H: -24.647 -6.193 -22.958
H: -24.096 -5.940 -24.675
H: -23.316 -5.047 -23.404
O: -22.648 -0.233 -20.872
S: -21.888 -0.256 -22.093
O: -20.955 0.761 -22.415
O: -21.109 -1.628 -22.120
C: -21.855 -2.838 -21.863
C: -20.831 -3.924 -21.606
C: -23.022 -0.484 -23.441
H: -22.332 -3.097 -22.814
H: -22.548 -2.697 -21.039
H: -20.064 -3.889 -22.380
H: -21.263 -4.924 -21.638
H: -20.353 -3.759 -20.640
H: -22.422 -0.610 -24.342
H: -23.524 0.477 -23.540
H: -23.669 -1.341 -23.299
C: -29.439 0.731 -20.283
C: -30.741 0.466 -20.207
C: -31.752 1.267 -20.960
O: -32.916 1.261 -20.654
C: -31.205 1.968 -22.147
C: -29.910 2.221 -22.268
C: -28.920 1.691 -21.288
O: -27.740 1.977 -21.397
H: -28.694 0.095 -19.814
H: -31.019 -0.317 -19.512
H: -31.872 2.389 -22.890
H: -29.462 2.708 -23.124

Mulliken atomic charge list, values in e, 4 entries: 0.332, 1.003, -0.521, 0.054